170
Properties=species:S:1:pos:R:3:forces:R:3 method="wB97M-V/def2-TZVPD" e_above_lowest_kj_mol=745.6 smiles=COC[C@H](C)N.COC[C@H](C)N.COC[C@H](C)N.COC[C@H](C)N.COC[C@H](C)N.COC[C@H](C)N.COC[C@H](C)N.COC[C@H](C)N.COC[C@H](C)N.COC[C@H](C)N molar_mass_g_mol=891.38 energy_ev=-78628.0398 gap_ha=0.3378
C 0.71283 -7.75820 2.19621 0.380 -0.121 1.427
C 1.09030 -8.45492 0.90596 -0.856 2.123 1.775
C -0.03621 -9.38638 0.57169 -1.086 -0.630 -0.335
O -0.35233 -10.38954 1.57937 0.340 0.844 -1.857
C 0.08674 -11.69380 1.26363 0.172 -0.086 1.630
N 1.31675 -7.37153 -0.06937 0.590 -1.460 -0.687
H 1.50822 -7.16966 2.65346 0.354 -0.049 -0.325
H 0.49893 -8.54968 2.91448 -0.345 0.183 0.206
H -0.12499 -7.06269 2.14679 -0.310 -0.273 -0.395
H 1.97916 -9.02759 1.17068 0.365 0.059 -0.715
H 0.18504 -9.74750 -0.43268 -0.066 -1.033 -0.036
H -0.99051 -8.87502 0.44554 0.114 0.604 0.090
H 1.14483 -11.73640 1.52194 0.286 -0.424 -0.480
H -0.13655 -12.10974 0.28117 -0.024 0.517 -0.252
H -0.43218 -12.29981 2.00630 0.062 -0.335 -0.117
H 0.54106 -6.73277 -0.17117 -0.346 -0.029 0.592
H 1.36401 -7.81865 -0.97379 0.380 0.116 -0.521
C 6.12067 4.25035 4.14620 0.282 0.251 -0.924
C 5.79898 5.34362 5.19023 0.202 -1.098 0.841
C 6.36006 6.78156 5.02005 1.165 -1.110 -1.229
O 6.20369 7.59832 6.13569 0.575 1.182 1.138
C 7.03243 8.80548 6.10428 -1.704 0.380 -0.378
N 4.34871 5.26946 5.27684 -0.676 0.893 0.696
H 5.19951 3.79985 3.77658 -0.234 0.746 -0.304
H 6.55764 3.32529 4.52226 0.838 0.487 0.433
H 6.68921 4.65823 3.31044 0.217 -0.336 -0.150
H 6.21652 4.92558 6.10620 -0.116 0.396 0.393
H 5.96295 7.17027 4.08233 -0.706 0.590 -0.075
H 7.42696 6.77145 4.79705 0.406 -0.616 -0.031
H 6.90515 9.45947 6.96695 -0.229 -0.961 0.785
H 6.57168 9.47735 5.38012 0.419 -0.140 -0.831
H 8.10892 8.72237 5.95476 -0.096 -0.762 -0.287
H 4.01354 5.53113 6.19297 0.066 0.076 0.317
H 3.99589 6.01009 4.68770 -0.426 0.015 -0.398
C -2.07414 1.36632 -1.49103 0.236 0.380 0.433
C -2.07689 -0.14102 -1.50634 0.492 -0.470 -0.743
C -0.66777 -0.70826 -1.61202 0.022 0.351 -1.542
O 0.16607 -0.39130 -0.52189 0.532 0.487 0.124
C 1.56462 -0.49556 -0.80463 -0.121 -0.928 -0.169
N -2.68265 -0.71381 -0.34868 -0.020 -0.247 0.169
H -1.61218 1.71842 -0.56868 0.063 0.021 0.121
H -3.10575 1.71805 -1.47803 0.035 0.228 -0.284
H -1.48897 1.79340 -2.30545 -0.297 0.078 -0.220
H -2.62269 -0.47291 -2.38954 0.122 -0.134 -0.319
H -0.34930 -0.23604 -2.54137 0.874 0.076 -0.152
H -0.67192 -1.77808 -1.82074 -0.118 -0.266 0.316
H 2.17241 -0.42800 0.09766 -0.484 0.400 0.188
H 1.95418 0.18567 -1.56112 -0.413 0.530 0.046
H 1.80471 -1.48307 -1.19868 -0.207 -0.360 -0.110
H -3.49796 -0.15290 -0.14679 -0.033 -0.047 0.758
H -1.91547 -0.54261 0.28554 -0.681 -0.098 1.404
C -7.47352 5.66443 -4.79791 -0.129 1.948 0.954
C -8.01373 4.35947 -5.23906 -0.400 -0.574 0.193
C -9.52981 4.26916 -5.38597 -0.870 0.976 2.206
O -10.08882 4.51739 -4.03784 0.262 -0.323 -0.858
C -11.52390 4.60408 -3.86765 1.760 0.234 -1.324
N -7.46759 4.11112 -6.55656 0.069 -1.194 -0.387
H -7.37467 6.31399 -5.66762 -0.449 0.383 0.039
H -6.46370 5.68510 -4.38810 0.129 -0.728 0.057
H -8.08909 6.13114 -4.02892 -0.133 0.177 -0.060
H -7.78724 3.62983 -4.46161 0.428 -0.542 -0.417
H -9.84414 3.28641 -5.73741 0.096 0.013 -0.168
H -9.88567 5.07049 -6.03353 -0.197 0.004 -0.360
H -11.99697 3.65827 -4.13179 -0.130 -0.261 0.735
H -11.92462 5.30470 -4.60021 -0.131 0.447 0.101
H -11.60987 4.99877 -2.85526 -0.581 -0.463 -0.119
H -7.87165 4.84628 -7.11903 0.066 0.026 -0.488
H -6.47691 4.30675 -6.53668 0.209 -0.128 -0.102
C -4.61685 -2.90020 -11.18542 -0.016 -0.720 -0.388
C -5.27226 -3.14063 -9.81306 -0.590 -1.756 -1.525
C -4.63664 -4.30412 -9.00105 1.437 1.249 1.231
O -5.20724 -4.37331 -7.67494 0.351 -0.380 0.271
C -4.32477 -4.90167 -6.63058 -0.222 0.426 -1.376
N -5.33442 -1.90425 -9.11557 0.508 0.295 1.648
H -3.58689 -2.54937 -11.12071 -0.023 0.072 0.340
H -5.15671 -2.19051 -11.81231 -0.215 0.364 0.465
H -4.60361 -3.77361 -11.83740 0.048 -0.451 0.271
H -6.27651 -3.54678 -9.93393 -0.488 0.068 -0.645
H -3.58225 -4.06299 -8.86601 0.416 0.143 -0.014
H -4.62885 -5.28649 -9.47325 -0.600 0.077 -0.364
H -4.94098 -5.25776 -5.80499 0.017 0.133 -0.191
H -3.60078 -4.15717 -6.29944 -0.272 0.432 0.146
H -3.68614 -5.69940 -7.00990 -0.325 -0.411 -0.153
H -6.11327 -1.32617 -9.39719 -0.026 -0.062 -0.364
H -5.56173 -2.20991 -8.18015 0.003 0.524 0.651
C 0.60959 -0.94001 5.88731 1.782 -1.349 1.745
C -0.61726 -0.29206 5.59582 -3.400 -0.320 -0.705
C -1.58484 -0.11594 6.80143 1.840 0.227 0.779
O -1.81612 -1.28357 7.59626 -0.942 -0.497 -0.455
C -2.92505 -2.11842 7.20848 0.812 0.881 -0.931
N -0.44196 0.86220 4.78180 -0.668 1.323 -1.077
H 0.26169 -1.86828 6.34048 1.022 -0.539 0.012
H 1.16423 -0.37319 6.63511 0.470 -0.048 0.003
H 1.16349 -1.04333 4.95424 0.291 -0.429 0.318
H -1.11718 -1.03698 4.97673 -0.562 0.154 -0.563
H -2.46847 0.45882 6.52402 -0.180 -0.215 0.031
H -0.96829 0.41715 7.52515 -0.303 0.907 0.038
H -2.99948 -2.96901 7.88602 0.091 0.229 -0.058
H -2.75456 -2.43218 6.17863 0.041 -0.597 -0.063
H -3.85737 -1.55825 7.13720 -0.166 0.164 0.543
H -0.08608 0.52891 3.89729 -0.181 0.134 -0.322
H 0.26461 1.52228 5.07360 0.050 -0.011 0.683
C 9.22926 -6.74657 0.00050 -0.377 -0.456 -0.708
C 8.30057 -7.94212 0.43316 0.850 0.511 1.284
C 9.03415 -9.04002 1.24130 -0.805 -1.671 -0.410
O 7.97184 -10.01611 1.56591 0.636 -0.509 0.064
C 8.37056 -11.34520 2.05785 -0.171 2.237 0.743
N 7.20423 -7.41287 1.27208 0.400 -0.429 0.297
H 9.31041 -5.91077 0.69543 -0.626 -0.401 0.535
H 8.82168 -6.30860 -0.91065 -0.020 0.018 -0.115
H 10.27719 -6.95670 -0.21349 -0.046 -0.724 -0.160
H 7.82503 -8.57418 -0.31683 0.501 0.563 -1.011
H 9.64059 -8.74904 2.09902 -0.467 0.351 0.404
H 9.70387 -9.62031 0.60661 0.318 0.403 -0.438
H 8.77616 -11.15218 3.05099 0.441 -0.332 0.107
H 9.10717 -11.86748 1.44734 -0.170 0.112 -0.281
H 7.46200 -11.91635 2.24862 0.013 0.042 -0.579
H 6.39410 -7.18875 0.71212 0.023 0.266 -0.305
H 6.92402 -8.25527 1.75369 -0.511 0.020 0.573
C -8.37453 2.69062 5.92948 -0.310 0.858 -1.388
C -8.84258 1.68070 4.85495 0.387 -0.748 1.074
C -7.86967 1.32724 3.72966 1.139 0.007 0.517
O -7.43288 2.38249 2.91933 0.973 0.123 0.738
C -8.39308 2.91659 2.05946 -0.110 -0.778 -0.137
N -8.94244 0.40630 5.56960 -0.122 -1.140 -0.716
H -9.20709 3.01589 6.55328 -0.101 -0.146 0.002
H -7.99970 3.58183 5.42613 0.050 0.211 0.063
H -7.58057 2.33527 6.58633 -0.088 -0.453 -0.324
H -9.76333 1.88363 4.30802 -0.447 0.850 0.601
H -8.22864 0.47643 3.15056 -0.868 0.112 -0.552
H -7.00431 0.83711 4.17579 0.479 0.593 0.233
H -8.65591 2.11150 1.37327 -0.483 0.080 -0.412
H -7.93199 3.72108 1.48651 -0.187 0.096 0.247
H -9.27411 3.21535 2.62748 -0.142 0.420 -0.288
H -9.74434 0.23621 6.15962 -0.221 0.736 0.202
H -9.08306 -0.24907 4.81407 0.062 -0.821 0.131
C -3.28192 8.23952 1.54256 -0.238 0.876 0.223
C -2.10419 7.35022 1.88019 0.404 -1.197 0.447
C -0.73255 7.96408 2.36184 -1.900 0.105 1.901
O 0.32559 7.04117 2.32027 0.500 0.208 -2.417
C 0.73995 6.90138 0.92300 0.406 0.531 0.672
N -2.51828 6.36620 2.90036 0.089 0.219 0.757
H -2.99153 9.07042 0.89963 0.015 -0.081 -0.244
H -3.80346 8.68798 2.38813 0.511 0.006 0.494
H -4.10017 7.69375 1.07276 0.309 -0.293 -0.367
H -1.91699 6.74328 0.99437 0.473 0.435 -0.578
H -0.77992 8.19597 3.42583 -0.704 -0.449 0.422
H -0.56454 8.99715 2.05749 0.553 -0.169 -1.411
H 0.22177 6.10369 0.39076 -0.115 0.041 0.146
H 1.81681 6.75950 0.83153 0.016 -0.448 0.527
H 0.59544 7.86645 0.43735 -0.381 -0.065 -0.246
H -1.72892 5.81502 3.20569 0.282 0.076 0.040
H -3.19126 5.68439 2.58048 -0.211 0.193 -0.357
C 9.65802 2.04187 -5.56620 0.098 1.871 0.000
C 10.96875 2.69089 -4.95723 -2.382 -1.180 -1.644
C 11.29888 2.10700 -3.61070 0.785 1.434 1.281
O 10.30015 2.39032 -2.60747 -0.457 -2.094 -0.098
C 9.68628 1.15677 -2.15021 -0.385 0.265 -0.492
N 11.93641 2.46911 -6.00171 1.334 -0.046 0.449
H 8.79843 2.37724 -4.98591 -0.166 -0.868 0.302
H 9.71784 0.99321 -5.85745 0.103 -0.266 0.959
H 9.46025 2.48046 -6.54427 0.334 0.458 -0.069
H 10.88058 3.77581 -4.90013 -0.514 -0.035 0.321
H 12.15470 2.65178 -3.21209 0.474 0.096 -0.201
H 11.65611 1.07819 -3.65576 -0.614 -0.388 -0.043
H 10.32981 0.50321 -1.56129 0.478 0.319 0.103
H 9.33562 0.55155 -2.98618 0.102 0.062 -0.348
H 8.78560 1.33280 -1.56212 0.209 0.606 0.098
H 12.21319 1.49949 -5.94385 0.098 -0.434 -0.356
H 12.76934 2.96832 -5.72402 0.503 0.200 -0.262